Density functional theory data (the ωB97M-V functional and the def2-TZVPD basis) for the molecule C24H34N2O3.

```
! RIJCOSX wB97M-V def2-TZVPD def2/J DEFGRID3
* xyz 0 1
C 4.873 2.991 -0.669
O 4.879 1.700 -0.116
C 3.922 0.819 -0.524
C 2.930 1.087 -1.450
C 1.996 0.117 -1.790
C 2.043 -1.140 -1.218
C 0.984 -2.172 -1.520
N -0.182 -2.118 -0.644
C 0.117 -2.406 0.746
C -1.202 -2.520 1.522
N -2.034 -1.337 1.431
C -1.594 -0.231 2.269
C -2.764 0.709 2.603
C -2.401 2.193 2.440
C -2.020 2.507 1.021
C -2.993 2.548 0.028
C -2.648 2.757 -1.295
C -1.320 2.932 -1.646
C -0.345 2.913 -0.665
C -0.694 2.702 0.658
C -2.229 -0.959 0.033
C -3.197 -1.945 -0.637
C -3.878 -1.375 -1.882
O -3.019 -1.235 -2.990
C -0.904 -0.862 -0.736
C 3.049 -1.420 -0.294
C 3.984 -0.465 0.061
O 4.998 -0.654 0.954
C 5.130 -1.916 1.555
H 3.946 3.527 -0.438
H 5.711 3.512 -0.209
H 5.016 2.967 -1.755
H 2.873 2.053 -1.925
H 1.231 0.354 -2.514
H 1.405 -3.179 -1.432
H 0.619 -2.037 -2.542
H 0.652 -3.358 0.801
H 0.748 -1.624 1.204
H -0.995 -2.728 2.575
H -1.773 -3.359 1.118
H -1.193 -0.656 3.193
H -0.786 0.347 1.798
H -3.603 0.468 1.949
H -3.096 0.538 3.628
H -1.573 2.436 3.109
H -3.263 2.797 2.732
H -4.031 2.413 0.298
H -3.414 2.778 -2.056
H -1.049 3.087 -2.680
H 0.693 3.054 -0.928
H 0.076 2.690 1.418
H -2.691 0.032 0.018
H -3.967 -2.209 0.089
H -2.655 -2.851 -0.914
H -4.263 -0.372 -1.685
H -4.727 -2.023 -2.154
H -2.583 -2.082 -3.138
H -1.119 -0.646 -1.783
H -0.313 -0.021 -0.334
H 3.093 -2.407 0.139
H 4.247 -2.176 2.150
H 5.309 -2.702 0.813
H 5.994 -1.840 2.212
*
```

Summary:
**SMILES**: COc1ccc(CN2CCN(CCCc3ccccc3)[C@H](CCO)C2)cc1OC
**ΔE to the lowest compared entry with this formula, charge and spin**: 79.4 kcal per mole
**Lowest unoccupied orbital energy**: 0.027 Ha
**Orbital gap**: 0.3147 hartree
**HOMO**: -7.82 eV

=====

Density functional theory data (the ωB97M-V functional and the def2-TZVPD basis) for C24H34NOSiV as an isolated structure in a non-equilibrium geometry.

```
! RIJCOSX wB97M-V def2-TZVPD def2/J DEFGRID3
* xyz -2 3
V 0.683 -0.071 0.426
C 0.295 -2.379 1.297
C -0.962 -1.757 1.517
C -1.459 -1.294 0.276
H -1.506 -1.750 2.456
C -0.505 -1.622 -0.734
C 0.620 -2.274 -0.072
H 1.480 -2.728 -0.554
H 0.884 -2.951 2.026
H -2.479 -0.941 0.077
H -0.669 -1.576 -1.795
C 2.267 1.507 0.029
C 2.699 0.213 -0.316
C 1.881 -0.234 -1.368
H 3.567 -0.332 0.099
C 0.865 0.753 -1.618
C 1.118 1.833 -0.723
H 0.576 2.792 -0.737
H 2.798 2.185 0.725
H 2.049 -1.137 -1.961
H 0.152 0.751 -2.425
O -1.648 1.397 2.040
C -3.437 1.921 -2.599
C -3.640 1.886 -1.136
C -2.906 0.502 -2.930
C -2.317 3.003 -2.736
C -2.687 1.666 1.178
H -4.252 1.074 -0.737
H -3.922 2.828 -0.682
H -3.197 2.752 1.201
H -3.504 0.834 1.158
H -3.252 0.050 -3.856
H -3.288 -0.187 -2.171
H -1.791 0.363 -2.983
H -2.450 3.725 -3.544
H -1.254 2.677 -2.871
H -2.366 3.604 -1.823
C 0.260 3.273 2.063
Si 1.041 1.970 3.140
C 2.837 2.384 3.477
C 0.156 1.933 4.773
N 1.044 0.376 2.290
C 1.570 -0.609 3.150
C 2.898 -1.078 2.990
C 3.416 -2.019 3.842
C 2.638 -2.535 4.909
C 1.321 -2.046 5.089
C 0.810 -1.104 4.244
H -0.079 4.108 2.699
H -0.641 2.856 1.575
H 0.936 3.660 1.299
H 2.894 3.394 3.906
H 3.275 1.686 4.204
H 3.470 2.369 2.583
H -0.916 1.726 4.657
H 0.580 1.202 5.475
H 0.261 2.930 5.228
H 3.502 -0.645 2.173
H 4.437 -2.375 3.702
H 3.043 -3.273 5.570
H 0.721 -2.433 5.921
H -0.214 -0.710 4.386
*
```

Summary:
**Lowest unoccupied orbital energy (spin up / spin down)**: 0.179 / 0.179 Ha
**Orbital gap (spin up / spin down)**: 0.1563 / 0.1401 hartree
**HOMO (spin up / spin down)**: 0.63 / 1.07 eV

=====

Density functional theory data (the ωB97M-V functional and the def2-TZVPD basis) for C24H35ClFeN9O2S as an isolated structure in a non-equilibrium geometry.

```
! RIJCOSX wB97M-V def2-TZVPD def2/J DEFGRID3
* xyz 2 2
Fe -0.288 0.291 -0.017
C -5.403 -1.524 2.007
N -4.661 -0.563 1.206
C -5.107 0.813 1.313
C -3.409 -0.797 0.729
N -2.558 0.107 0.387
N -3.090 -2.134 0.567
C -1.916 -2.720 0.165
N -2.041 -4.046 -0.087
N -0.805 -2.083 0.076
H -6.435 -1.188 2.093
H -4.985 -1.612 3.016
H -5.436 -2.516 1.555
H -6.190 0.832 1.391
H -4.834 1.362 0.415
H -4.690 1.317 2.189
H -2.859 1.059 0.558
H -3.868 -2.773 0.640
H -2.911 -4.541 -0.006
H -1.240 -4.590 -0.355
H -0.044 -2.693 -0.208
Cl 0.332 7.433 -2.906
C -0.047 5.848 -2.365
C -1.322 5.318 -2.652
C -1.656 4.064 -2.243
C -0.765 3.245 -1.481
O -1.138 2.098 -1.093
C 0.543 3.796 -1.219
C 1.519 3.027 -0.535
O 1.391 1.901 -0.029
C 0.868 5.086 -1.680
H -2.027 5.919 -3.203
H -2.629 3.655 -2.465
H 2.515 3.499 -0.471
H 1.854 5.483 -1.486
C 3.677 -1.829 1.893
N 3.122 -0.680 1.165
C 3.946 -0.320 0.004
C 2.918 0.459 2.100
C 1.697 0.189 2.941
C 1.779 0.231 4.332
C 0.670 -0.054 5.103
C -0.514 -0.429 4.496
C -0.598 -0.469 3.106
C 0.490 -0.127 2.329
H 3.745 -2.707 1.256
H 3.055 -2.064 2.756
H 4.678 -1.580 2.244
H 2.166 -0.906 0.825
H 4.889 0.109 0.340
H 3.407 0.399 -0.610
H 4.149 -1.204 -0.597
H 2.757 1.358 1.503
H 3.810 0.583 2.715
H 2.713 0.500 4.803
H 0.733 0.004 6.180
H -1.374 -0.694 5.092
H -1.528 -0.773 2.649
C 3.036 -3.554 -3.273
C 3.213 -2.073 -3.626
C 1.977 -1.309 -3.330
N 1.569 -0.997 -2.152
N 0.401 -0.340 -2.132
C -0.111 -0.129 -3.321
N -1.283 0.475 -3.520
S 0.880 -0.786 -4.602
H 3.963 -4.086 -3.469
H 2.247 -3.998 -3.877
H 2.779 -3.665 -2.221
H 3.454 -1.979 -4.685
H 4.040 -1.653 -3.048
H -1.668 0.973 -2.724
H -1.550 0.754 -4.449
*
```

Summary:
**Lowest unoccupied orbital energy (spin up / spin down)**: -0.264 / -0.262 Ha
**Orbital gap (spin up / spin down)**: 0.1874 / 0.1894 hartree
**HOMO (spin up / spin down)**: -12.29 / -12.30 eV

=====

Density functional theory data (the ωB97M-V functional and the def2-TZVPD basis) for the molecule C24H35N3O2 in a non-equilibrium geometry.

```
! RIJCOSX wB97M-V def2-TZVPD def2/J DEFGRID3
* xyz 0 1
C -0.613 -2.168 0.198
C 0.666 -2.045 -0.544
N 0.696 -1.697 -1.804
O 1.997 -1.701 -2.199
C 2.776 -2.056 -1.161
C 4.242 -2.123 -1.363
C 1.984 -2.292 -0.067
C 2.425 -2.654 1.312
C 2.476 -1.414 2.222
C 3.267 -0.321 1.516
O 4.477 -0.355 1.401
N 2.505 0.666 1.010
C 2.994 1.708 0.132
C 2.926 3.081 0.809
C 1.475 3.464 1.096
C 0.613 3.299 -0.154
N 0.739 1.943 -0.654
C -0.288 1.578 -1.608
C -1.617 1.330 -0.943
C -2.777 1.290 -1.706
C -3.997 0.997 -1.126
C -4.098 0.739 0.236
C -5.414 0.372 0.857
C -5.674 -1.149 0.876
C -5.720 -1.725 -0.536
C -4.632 -1.886 1.713
C -2.942 0.809 1.001
C -1.720 1.092 0.420
C 2.095 1.712 -1.109
H -0.594 -1.565 1.103
H -0.778 -3.206 0.484
H -1.431 -1.835 -0.435
H 4.494 -1.710 -2.335
H 4.751 -1.561 -0.581
H 4.583 -3.157 -1.318
H 1.744 -3.392 1.742
H 3.424 -3.089 1.257
H 2.982 -1.674 3.152
H 1.468 -1.067 2.451
H 1.497 0.598 1.017
H 4.029 1.463 -0.123
H 3.504 3.064 1.734
H 3.377 3.817 0.140
H 1.081 2.825 1.888
H 1.423 4.497 1.443
H -0.435 3.487 0.089
H 0.924 4.035 -0.919
H 0.014 0.640 -2.088
H -0.407 2.335 -2.403
H -2.720 1.484 -2.768
H -4.885 0.973 -1.741
H -5.446 0.739 1.886
H -6.224 0.851 0.302
H -6.656 -1.298 1.341
H -6.476 -1.221 -1.134
H -5.964 -2.785 -0.502
H -4.756 -1.611 -1.027
H -4.602 -1.492 2.727
H -3.645 -1.782 1.269
H -4.875 -2.945 1.766
H -2.998 0.639 2.067
H -0.831 1.135 1.031
H 2.148 0.745 -1.610
H 2.441 2.484 -1.819
*
```

Summary:
**SMILES**: Cc1noc(C)c1CCC(=O)N[C@@H]1CCCN(Cc2ccc(CC(C)C)cc2)C1
**ΔE to the lowest compared entry with this formula, charge and spin**: 14.5 kcal per mole
**Lowest unoccupied orbital energy**: 0.025 Ha
**Orbital gap**: 0.3450 hartree
**HOMO**: -8.70 eV

=====

Density functional theory data (the ωB97M-V functional and the def2-TZVPD basis) for the molecule C24H35N3O3.

```
! RIJCOSX wB97M-V def2-TZVPD def2/J DEFGRID3
* xyz 0 1
C -7.701 -2.886 -0.476
C -6.783 -1.708 -0.357
C -5.628 -1.640 -1.123
C -4.765 -0.564 -1.028
C -5.052 0.474 -0.152
C -4.182 1.691 -0.086
O -4.564 2.765 -0.517
N -2.964 1.531 0.480
C -2.445 0.318 1.057
C -1.192 -0.148 0.310
C -0.127 0.951 0.335
N 1.088 0.635 -0.420
C 2.218 1.406 0.067
C 3.362 1.356 -0.939
C 3.845 -0.087 -1.130
C 4.571 -0.590 0.113
O 4.080 -1.397 0.882
N 5.803 -0.071 0.356
C 6.630 0.741 -0.508
C 7.881 -0.060 -0.903
O 8.599 -0.483 0.229
C 7.793 -1.284 1.068
C 6.544 -0.525 1.520
C 2.628 -0.956 -1.460
C 1.473 -0.766 -0.478
C -0.752 2.220 -0.266
C -2.015 2.621 0.490
C -6.215 0.421 0.603
C -7.082 -0.659 0.518
C -8.325 -0.692 1.353
H -7.815 -3.383 0.487
H -7.313 -3.605 -1.193
H -8.690 -2.569 -0.803
H -5.400 -2.444 -1.809
H -3.877 -0.525 -1.642
H -3.211 -0.458 1.035
H -2.184 0.517 2.106
H -0.827 -1.055 0.792
H -1.455 -0.377 -0.724
H 0.125 1.142 1.397
H 1.914 2.445 0.203
H 2.570 1.023 1.043
H 4.171 2.003 -0.595
H 2.997 1.733 -1.896
H 4.536 -0.141 -1.978
H 6.098 1.052 -1.403
H 6.943 1.633 0.048
H 8.565 0.560 -1.486
H 7.576 -0.932 -1.504
H 8.416 -1.551 1.923
H 7.491 -2.199 0.536
H 5.892 -1.172 2.107
H 6.838 0.347 2.114
H 2.916 -2.009 -1.457
H 2.282 -0.690 -2.461
H 0.633 -1.356 -0.846
H 1.773 -1.150 0.508
H -0.045 3.048 -0.242
H -0.997 2.019 -1.310
H -2.497 3.481 0.021
H -1.766 2.872 1.529
H -6.444 1.242 1.268
H -8.399 0.202 1.967
H -9.209 -0.751 0.719
H -8.328 -1.564 2.006
*
```

Summary:
**SMILES**: Cc1ccc(C(=O)N2CCC(N3CCC(C(=O)N4CCOCC4)CC3)CC2)cc1C
**ΔE to the lowest compared entry with this formula, charge and spin**: 15.9 kcal per mole
**Lowest unoccupied orbital energy**: 0.026 Ha
**Orbital gap**: 0.3361 hartree
**HOMO**: -8.45 eV

=====

Density functional theory data (the ωB97M-V functional and the def2-TZVPD basis) for the molecule C24H35N3O4.

```
! RIJCOSX wB97M-V def2-TZVPD def2/J DEFGRID3
* xyz 0 1
C 5.469 2.232 -5.471
O 5.644 1.173 -4.563
C 4.862 1.138 -3.447
C 3.889 2.074 -3.122
C 3.152 1.939 -1.957
C 3.364 0.871 -1.092
N 2.599 0.745 0.079
C 1.365 1.491 0.238
C 0.650 0.821 1.415
C -0.365 -0.210 0.915
O -0.584 -0.405 -0.270
N -1.006 -0.858 1.897
C -1.972 -1.923 1.678
C -2.013 -2.874 2.873
C -2.295 -2.187 4.225
C -1.050 -2.177 5.114
C -3.445 -2.885 4.948
C -3.364 -1.317 1.366
O -4.320 -1.423 2.105
N -3.375 -0.683 0.186
C -4.513 0.059 -0.314
C -4.306 1.567 -0.120
C -3.188 2.099 -1.013
C -3.491 1.795 -2.477
C -3.640 0.290 -2.681
C -4.751 -0.266 -1.791
C 1.790 0.160 2.189
C 2.900 -0.023 1.157
O 3.874 -0.721 1.318
C 4.341 -0.069 -1.424
C 5.076 0.067 -2.579
H 6.187 2.055 -6.271
H 5.679 3.200 -5.006
H 4.457 2.241 -5.890
H 3.689 2.919 -3.762
H 2.411 2.691 -1.735
H 1.574 2.546 0.453
H 0.763 1.414 -0.672
H 0.108 1.552 2.021
H -0.849 -0.594 2.857
H -1.649 -2.469 0.782
H -1.065 -3.414 2.923
H -2.799 -3.601 2.667
H -2.613 -1.156 4.042
H -0.775 -3.196 5.382
H -0.195 -1.720 4.618
H -1.244 -1.627 6.032
H -4.346 -2.815 4.345
H -3.210 -3.934 5.119
H -3.634 -2.412 5.909
H -2.512 -0.623 -0.343
H -5.371 -0.267 0.284
H -5.239 2.079 -0.363
H -4.079 1.763 0.930
H -3.087 3.177 -0.868
H -2.238 1.636 -0.739
H -2.689 2.177 -3.111
H -4.418 2.296 -2.768
H -3.875 0.077 -3.726
H -2.692 -0.199 -2.450
H -5.705 0.173 -2.089
H -4.824 -1.348 -1.914
H 2.168 0.804 2.986
H 1.534 -0.805 2.625
H 4.527 -0.901 -0.767
H 5.832 -0.658 -2.837
*
```

Summary:
**SMILES**: COc1ccc(N2C[C@@H](C(=O)N[C@@H](CC(C)C)C(=O)NC3CCCCC3)CC2=O)cc1
**ΔE to the lowest compared entry with this formula, charge and spin**: 22.4 kcal per mole
**Lowest unoccupied orbital energy**: 0.018 Ha
**Orbital gap**: 0.3113 hartree
**HOMO**: -7.99 eV

=====

Density functional theory data (the ωB97M-V functional and the def2-TZVPD basis) for the molecule C24H35NO6.

```
! RIJCOSX wB97M-V def2-TZVPD def2/J DEFGRID3
* xyz 0 1
C -0.182 -1.297 -4.654
C -0.103 0.214 -4.846
N -0.727 0.914 -3.737
C -1.300 2.196 -4.108
C -2.675 2.026 -4.746
C 0.116 0.980 -2.556
C -0.726 0.828 -1.287
C 0.163 0.717 -0.040
C -0.591 0.669 1.272
C 0.164 0.562 2.439
C -0.449 0.498 3.676
O 0.232 0.361 4.853
C 1.625 0.181 4.804
C -1.854 0.568 3.786
O -2.462 0.482 5.027
C -2.180 1.538 5.924
C -2.611 0.667 2.617
O -3.966 0.716 2.514
C -4.797 0.669 3.652
C -1.966 0.707 1.375
C 1.095 -0.476 -0.148
C 0.630 -1.782 -0.028
O -0.666 -2.080 0.235
C 1.487 -2.871 -0.181
C 2.826 -2.660 -0.450
O 3.752 -3.645 -0.623
C 3.323 -4.983 -0.538
C 3.315 -1.358 -0.556
C 2.461 -0.280 -0.407
O 2.872 1.022 -0.498
C 4.220 1.283 -0.799
H 0.231 -1.805 -5.523
H -1.219 -1.595 -4.529
H 0.373 -1.614 -3.774
H -0.640 0.475 -5.759
H 0.950 0.521 -4.981
H -1.414 2.792 -3.200
H -0.637 2.756 -4.792
H -3.117 3.000 -4.946
H -2.611 1.480 -5.683
H -3.324 1.474 -4.072
H 0.694 1.918 -2.513
H 0.831 0.158 -2.594
H -1.345 -0.062 -1.411
H -1.386 1.691 -1.183
H 0.799 1.608 -0.013
H 1.237 0.518 2.351
H 1.936 0.027 5.836
H 1.896 -0.696 4.208
H 2.132 1.065 4.402
H -1.126 1.557 6.209
H -2.454 2.507 5.490
H -2.793 1.347 6.804
H -4.683 1.561 4.273
H -4.605 -0.219 4.256
H -5.813 0.635 3.257
H -2.604 0.785 0.510
H -1.156 -1.271 0.440
H 1.059 -3.854 -0.082
H 4.211 -5.589 -0.713
H 2.917 -5.212 0.452
H 2.571 -5.211 -1.300
H 4.365 -1.238 -0.758
H 4.505 0.860 -1.768
H 4.889 0.896 -0.024
H 4.306 2.368 -0.840
*
```

Summary:
**SMILES**: CCN(CC)CC[C@@H](c1cc(OC)c(OC)c(OC)c1)c1c(O)cc(OC)cc1OC
**ΔE to the lowest compared entry with this formula, charge and spin**: 76.9 kcal per mole
**Lowest unoccupied orbital energy**: 0.025 Ha
**Orbital gap**: 0.3159 hartree
**HOMO**: -7.92 eV

=====

What did the second record say?
Density functional theory data (the ωB97M-V functional and the def2-TZVPD basis) for C24H34NOSiV as an isolated structure in a non-equilibrium geometry.

```
! RIJCOSX wB97M-V def2-TZVPD def2/J DEFGRID3
* xyz -2 3
V 0.683 -0.071 0.426
C 0.295 -2.379 1.297
C -0.962 -1.757 1.517
C -1.459 -1.294 0.276
H -1.506 -1.750 2.456
C -0.505 -1.622 -0.734
C 0.620 -2.274 -0.072
H 1.480 -2.728 -0.554
H 0.884 -2.951 2.026
H -2.479 -0.941 0.077
H -0.669 -1.576 -1.795
C 2.267 1.507 0.029
C 2.699 0.213 -0.316
C 1.881 -0.234 -1.368
H 3.567 -0.332 0.099
C 0.865 0.753 -1.618
C 1.118 1.833 -0.723
H 0.576 2.792 -0.737
H 2.798 2.185 0.725
H 2.049 -1.137 -1.961
H 0.152 0.751 -2.425
O -1.648 1.397 2.040
C -3.437 1.921 -2.599
C -3.640 1.886 -1.136
C -2.906 0.502 -2.930
C -2.317 3.003 -2.736
C -2.687 1.666 1.178
H -4.252 1.074 -0.737
H -3.922 2.828 -0.682
H -3.197 2.752 1.201
H -3.504 0.834 1.158
H -3.252 0.050 -3.856
H -3.288 -0.187 -2.171
H -1.791 0.363 -2.983
H -2.450 3.725 -3.544
H -1.254 2.677 -2.871
H -2.366 3.604 -1.823
C 0.260 3.273 2.063
Si 1.041 1.970 3.140
C 2.837 2.384 3.477
C 0.156 1.933 4.773
N 1.044 0.376 2.290
C 1.570 -0.609 3.150
C 2.898 -1.078 2.990
C 3.416 -2.019 3.842
C 2.638 -2.535 4.909
C 1.321 -2.046 5.089
C 0.810 -1.104 4.244
H -0.079 4.108 2.699
H -0.641 2.856 1.575
H 0.936 3.660 1.299
H 2.894 3.394 3.906
H 3.275 1.686 4.204
H 3.470 2.369 2.583
H -0.916 1.726 4.657
H 0.580 1.202 5.475
H 0.261 2.930 5.228
H 3.502 -0.645 2.173
H 4.437 -2.375 3.702
H 3.043 -3.273 5.570
H 0.721 -2.433 5.921
H -0.214 -0.710 4.386
*
```

Summary:
**Lowest unoccupied orbital energy (spin up / spin down)**: 0.179 / 0.179 Ha
**Orbital gap (spin up / spin down)**: 0.1563 / 0.1401 hartree
**HOMO (spin up / spin down)**: 0.63 / 1.07 eV